{
  "formula": "C14H22N2O5S",
  "method": "wB97M-V/def2-TZVPD",
  "fmax_ev_per_a": 4.907,
  "homo_ev": -7.963,
  "e_lumo_ev": 0.109,
  "energy_ha": -1430.44411,
  "de_lowest_kj_mol": 489.65,
  "homo_lumo_gap_ev": 8.07,
  "elements": ["C", "C", "O", "O", "C", "C", "C", "C", "O", "S", "O", "O", "H", "H", "H", "H", "H", "H", "H", "H", "H", "H", "H", "H", "N", "C", "C", "C", "C", "H", "H", "H", "H", "H", "N", "C", "C", "C", "C", "H", "H", "H", "H", "H"],
  "xyz": [[-1.77301, 3.28996, -1.13242], [-0.77785, 3.01589, 0.09562], [-0.90098, 3.65047, 1.17631], [0.27974, 2.03978, 0.06719], [1.50322, 2.74362, -0.30137], [1.91931, 2.59204, -1.85433], [2.23709, 1.09109, -2.33713], [0.96176, 0.15408, -2.57199], [0.31610, 0.31784, -3.87615], [-1.09149, -0.63804, -3.96419], [-0.74992, -2.06999, -3.58945], [-2.17059, -0.13451, -2.75611], [-1.21634, 3.21603, -2.13458], [-2.20872, 4.33043, -0.95563], [-2.60226, 2.51125, -1.07631], [1.29738, 3.86651, -0.11840], [2.33547, 2.40291, 0.42247], [2.90989, 3.18048, -1.96317], [1.17295, 3.14985, -2.53329], [2.96527, 0.60253, -1.60506], [2.79381, 1.15700, -3.34620], [1.34285, -0.93725, -2.52722], [0.14714, 0.23397, -1.78025], [-3.07209, -0.37577, -3.06484], [1.08473, -2.29340, 0.30368], [1.28483, -0.99834, 0.70781], [2.23252, -1.00906, 1.70228], [2.62306, -2.35695, 1.90147], [1.90091, -3.12668, 1.02365], [0.43840, -2.58701, -0.41290], [0.73663, -0.18694, 0.25505], [2.60430, -0.14205, 2.22808], [3.35223, -2.72305, 2.60903], [1.89583, -4.19206, 0.84970], [-1.47007, -2.25588, 2.42116], [-1.61351, -2.52351, 3.75550], [-2.83136, -2.03168, 4.15840], [-3.44781, -1.45070, 3.02301], [-2.58553, -1.60662, 1.96511], [-0.66750, -2.49971, 1.86042], [-0.83819, -3.03807, 4.30240], [-3.23402, -2.08534, 5.15906], [-4.41524, -0.97206, 2.98367], [-2.66894, -1.31103, 0.92994]]
}

***

{
  "formula": "C2H3NO4",
  "method": "wB97M-V/def2-TZVPD",
  "fmax_ev_per_a": 3.331,
  "homo_ev": -10.438,
  "e_lumo_ev": 0.356,
  "smiles": "O=[N+]([O-])O.C#CO",
  "energy_ha": -433.48989,
  "de_lowest_kj_mol": 718.54,
  "homo_lumo_gap_ev": 10.79,
  "elements": ["C", "C", "N", "O", "O", "O", "O", "H", "H", "H"],
  "xyz": [[0.07054, -0.47779, 0.13984], [-0.04863, -0.74957, -1.03335], [-1.40021, 2.14047, -1.42119], [-2.13901, 2.44790, -2.30062], [-0.18816, 1.84974, -1.98911], [0.34174, -0.06087, 1.31795], [-1.55621, 2.07144, -0.22490], [0.32683, 1.11137, -1.46404], [-0.18212, -0.92660, -2.02272], [-0.26934, 0.56735, 1.61673]]
}

***

{
  "formula": "C42H36HfNO2P2S",
  "method": "wB97M-V/def2-TZVPD",
  "fmax_ev_per_a": 2.993,
  "homo_ev": -16.419,
  "e_lumo_ev": -9.575,
  "total_charge": 3,
  "energy_ha": -2955.30326,
  "de_lowest_kj_mol": 11.08,
  "homo_lumo_gap_ev": 6.84,
  "elements": ["Hf", "O", "S", "C", "C", "C", "C", "C", "C", "P", "C", "C", "C", "C", "C", "C", "C", "C", "C", "C", "C", "C", "C", "C", "C", "C", "C", "C", "P", "C", "C", "C", "C", "C", "C", "C", "C", "C", "C", "C", "C", "H", "H", "H", "H", "H", "H", "H", "H", "H", "H", "H", "H", "H", "H", "H", "H", "H", "H", "H", "H", "H", "H", "H", "H", "H", "H", "H", "H", "C", "C", "C", "N", "C", "C", "H", "H", "H", "H", "H", "C", "O", "H", "H", "H"],
  "xyz": [[0.94407, -0.69471, 0.16550], [-2.58885, 1.40605, 2.11942], [-1.72768, 1.36578, 0.88387], [-1.37052, 3.08251, 0.48561], [-2.23690, 4.13123, 0.81023], [-1.90723, 5.43252, 0.39071], [-0.72013, 5.64667, -0.32938], [0.14622, 4.59733, -0.60941], [-0.16501, 3.29025, -0.17386], [1.04997, 1.96590, -0.12919], [1.81594, 2.09130, 1.49448], [2.54758, 0.98501, 1.98063], [3.18907, 1.02788, 3.19928], [3.15259, 2.19921, 3.96358], [2.45198, 3.30883, 3.48311], [1.76673, 3.26877, 2.26219], [2.27360, 2.59978, -1.28106], [3.41471, 3.32420, -0.87548], [4.21474, 3.93103, -1.85484], [3.92038, 3.80805, -3.22131], [2.80448, 3.04282, -3.60896], [1.98477, 2.45084, -2.63942], [-2.81838, 0.97364, -0.53052], [-3.76072, 1.85937, -1.04236], [-4.56281, 1.46375, -2.12752], [-4.41958, 0.18643, -2.67549], [-3.46813, -0.69597, -2.16176], [-2.68606, -0.31425, -1.06316], [-1.49700, -1.47021, -0.33431], [-1.88617, -3.06525, -1.08535], [-1.29926, -3.35989, -2.33459], [-1.63908, -4.53981, -3.01942], [-2.53835, -5.45253, -2.44293], [-3.08507, -5.17538, -1.18185], [-2.76229, -3.99376, -0.48821], [-1.93683, -1.56261, 1.42468], [-0.93671, -1.37041, 2.41102], [-1.24119, -1.45824, 3.74179], [-2.55667, -1.72015, 4.15951], [-3.55738, -1.84845, 3.19456], [-3.26790, -1.73528, 1.82926], [-3.15619, 3.90477, 1.35649], [-2.56487, 6.27406, 0.65186], [-0.46364, 6.64925, -0.67176], [1.09133, 4.77932, -1.13858], [2.68317, 0.05191, 1.35505], [3.73158, 0.13784, 3.51420], [3.68394, 2.25158, 4.92537], [2.42544, 4.23057, 4.08242], [1.25316, 4.17608, 1.89804], [3.64970, 3.44021, 0.19538], [5.08663, 4.51348, -1.53598], [4.56559, 4.29077, -3.96679], [2.53706, 2.92321, -4.66106], [1.11013, 1.86667, -2.94343], [-3.84632, 2.86522, -0.60098], [-5.34031, 2.13813, -2.49727], [-5.02347, -0.13262, -3.51730], [-3.37783, -1.69154, -2.56768], [-0.57440, -2.66250, -2.77023], [-1.19314, -4.73248, -3.98842], [-2.80570, -6.37284, -2.97172], [-3.77750, -5.87967, -0.71621], [-3.17567, -3.78646, 0.50287], [0.14886, -1.14909, 2.13756], [-0.39954, -1.32371, 4.42927], [-2.81616, -1.81022, 5.22004], [-4.60127, -1.98865, 3.48950], [-4.07497, -1.82278, 1.07598], [2.52610, -5.38982, 0.26102], [3.51157, -4.37183, 0.38705], [3.14112, -3.05690, 0.66058], [1.80925, -2.70383, 0.83490], [0.86477, -3.71178, 0.77944], [1.18601, -5.02377, 0.46175], [2.80646, -6.42133, 0.00973], [4.57617, -4.58270, 0.25821], [3.89496, -2.28671, 0.80855], [-0.17167, -3.47108, 1.03826], [0.35986, -5.74648, 0.42915], [3.19894, -0.64335, -1.80570], [1.81393, -0.95949, -1.51207], [3.54901, -1.43222, -2.48637], [3.82895, -0.63889, -0.88962], [3.28809, 0.31738, -2.31055]]
}